# 1
Density functional theory data (ωB97M-V/def2-TZVPD) for a single C25H27N3O6S molecule.

Computed properties:
E   -53954.3274 eV
Energy above the lowest of the compared OMol25 structures with the same formula, charge and spin   179.8 kJ/mol
SMILES string   CCOC(=O)N1CCN(C(=O)c2ccc3c(c2)NC(=O)/C(=C\c2ccc(OC)c(OC)c2)S3)CC1
LUMO level   0.00 eV
Kohn-Sham gap   7.6 eV

```
! RIJCOSX wB97M-V def2-TZVPD def2/J DEFGRID3
* xyz 0 1
S 1.911 -3.111 -0.033
O -1.458 -2.443 -1.839
O -0.381 6.355 4.892
O 3.304 3.420 0.629
O -2.066 -5.838 -6.696
O -1.966 -3.318 -6.115
O -1.328 4.350 5.349
N 1.353 3.409 1.761
N -0.118 -0.994 -0.809
N 0.645 4.433 4.278
C 1.654 5.112 3.493
C -2.080 -1.962 -5.757
C 3.216 0.468 1.229
C -1.322 -5.517 -5.607
C 0.894 -4.246 -2.209
C 0.133 -4.634 -3.375
C 1.009 -0.519 -0.158
C 2.203 1.334 0.830
C -2.369 5.015 6.064
C 0.098 -5.982 -3.721
C 0.594 3.010 4.042
C 0.348 2.736 2.549
C 1.113 0.838 0.128
C 2.353 2.804 1.070
C -2.171 -7.192 -7.062
C -1.268 -4.139 -5.287
C 2.022 -1.381 0.264
C -0.536 -3.719 -4.196
C -0.363 5.149 4.838
C -0.356 -2.218 -1.377
C 0.750 -3.192 -1.381
C 3.119 -0.882 0.954
C -1.959 5.328 7.495
C -0.627 -6.418 -4.816
C 1.421 4.837 2.006
H 4.074 0.858 1.752
H 0.377 1.663 2.364
H 2.640 4.740 3.790
H -2.788 -1.530 -6.463
H -0.196 2.569 4.646
H 1.701 -4.928 -1.959
H -0.645 -7.472 -5.043
H 0.475 5.293 1.693
H 2.239 5.239 1.407
H -3.212 4.322 6.037
H 1.559 2.578 4.333
H 3.891 -1.566 1.268
H -2.626 -7.790 -6.265
H -1.657 4.418 8.009
H -2.795 5.775 8.024
H 0.334 1.508 -0.208
H 0.620 -6.705 -3.112
H -2.628 5.939 5.536
H -1.121 -1.440 -5.844
H -0.640 3.124 2.273
H -2.463 -1.850 -4.737
H -0.466 -2.670 -3.971
H 1.587 6.180 3.702
H -1.127 6.027 7.494
H -0.894 -0.349 -0.895
H -1.196 -7.617 -7.322
H -2.817 -7.210 -7.938
*
```



# 2
Density functional theory data (ωB97M-V/def2-TZVPD) for a molecular structure, C24H45AlAsGeN2O3.

Computed properties:
E   -158671.8705 eV
Energy above the lowest of the compared OMol25 structures with the same formula, charge and spin   0.0 kJ/mol
LUMO level   -8.60 eV
Kohn-Sham gap   8.6 eV

```
! RIJCOSX wB97M-V def2-TZVPD def2/J DEFGRID3
* xyz 3 1
As 3.457 0.906 -0.288
Ge -0.893 -0.911 -1.785
Al 1.023 0.746 0.161
O -1.469 0.847 -1.872
O 0.881 0.808 1.868
O 0.100 1.946 -0.702
N 0.772 -0.265 3.862
N 0.636 2.055 3.752
C -2.770 3.175 -2.565
C -2.796 5.570 -2.511
C -0.081 0.948 5.809
C 4.086 2.703 0.020
C -3.374 4.366 -2.905
C -1.001 4.415 -1.422
C -1.466 -3.209 -0.200
C 0.098 -2.696 -3.761
C 0.684 -0.267 5.338
C -1.986 -1.794 -0.522
C 0.110 -1.206 -3.385
C 0.668 3.310 3.004
C 4.394 -0.187 0.991
C -1.392 -4.734 -4.096
C -1.580 3.196 -1.817
C 0.559 2.185 5.221
C 0.764 0.866 3.174
C -0.952 1.964 -1.461
C -1.612 5.598 -1.775
C 4.178 0.406 -1.996
C -1.324 -3.221 -3.953
C 0.981 -1.572 3.247
C -3.626 -4.508 -0.557
C -2.556 -4.077 0.438
H 1.951 -1.974 3.543
H -0.079 4.422 -0.858
H 5.138 2.642 0.297
H -1.124 0.881 5.496
H 5.456 0.040 0.902
H -4.291 4.366 -3.477
H 4.230 -1.242 0.776
H 1.566 2.341 5.614
H 0.302 -0.636 -0.480
H 0.467 3.144 1.950
H -0.871 -5.057 -4.996
H -1.954 -2.922 -3.096
H 0.205 -2.252 3.591
H -2.079 -4.959 0.867
H -3.179 -4.976 -1.436
H -4.250 -3.676 -0.891
H 3.755 1.028 -2.783
H -3.275 6.502 -2.781
H 1.697 -0.285 5.747
H -1.770 -2.738 -4.826
H 1.634 3.801 3.128
H -0.062 0.999 6.896
H -3.008 -3.531 1.270
H -2.986 -1.820 -0.968
H 4.058 0.042 2.001
H -2.014 -1.127 0.342
H 3.526 3.183 0.820
H 3.982 3.284 -0.896
H 1.101 -0.792 -3.184
H -0.105 3.965 3.399
H 0.654 -2.819 -4.692
H -2.422 -5.076 -4.173
H 3.975 -0.645 -2.200
H 0.626 -3.291 -3.008
H -4.296 -5.237 -0.106
H -0.930 -5.236 -3.244
H 5.255 0.566 -1.943
H -0.603 -3.132 0.470
H 0.934 -1.507 2.162
H -0.380 -0.589 -4.144
H -1.176 6.544 -1.488
H -3.209 2.235 -2.864
H -1.122 -3.712 -1.109
H 0.189 -1.192 5.628
H -0.026 3.077 5.435
*
```



# 3
Density functional theory data (ωB97M-V/def2-TZVPD) for a molecular structure, C27H27N9O4SSn.

Computed properties:
E   -66708.1716 eV
Energy above the lowest of the compared OMol25 structures with the same formula, charge and spin   0.0 kJ/mol
LUMO level   0.38 eV
Kohn-Sham gap   7.7 eV

```
! RIJCOSX wB97M-V def2-TZVPD def2/J DEFGRID3
* xyz 0 1
Sn -0.083 -0.708 -3.169
S -2.557 1.714 -2.744
O 0.850 -0.858 -1.350
O -3.261 1.403 -3.960
O -1.505 2.707 -2.812
O 1.856 -2.815 -1.003
N 2.098 5.675 -4.059
N 2.132 3.505 -3.398
N -6.413 3.747 1.254
N 0.125 4.480 -4.159
N 1.110 1.277 -3.233
N -3.828 -0.576 -1.245
N 0.991 -4.321 1.017
N -1.917 -1.845 -1.829
N -1.836 0.393 -2.132
C 0.217 -2.075 0.572
C 1.048 -1.957 -0.664
C -1.414 -1.050 2.053
C -2.500 -2.949 -1.387
C 1.425 4.524 -3.858
C 1.002 -5.566 1.687
C -3.709 2.309 -1.564
C -0.117 -6.409 1.666
C -5.963 2.764 -0.908
C -2.590 -0.688 -1.724
C -5.065 2.294 -1.846
C -5.515 3.240 0.327
C -1.338 -6.038 0.870
C 0.190 -3.260 1.343
C -4.396 -1.695 -0.815
C -0.577 -0.992 0.957
C -0.664 -3.307 2.461
C -3.770 -2.931 -0.845
C -4.143 3.250 0.595
C 2.217 -7.171 3.004
C -0.069 -7.620 2.368
C -3.245 2.789 -0.348
C 1.562 2.338 -3.315
C -1.264 -8.534 2.392
C 2.165 -5.957 2.344
C -1.449 -2.225 2.800
C 1.097 -7.987 3.028
H -1.481 -8.935 1.399
H 1.667 -4.129 0.284
H -5.405 1.906 -2.796
H 3.015 -5.287 2.339
H -1.092 -9.377 3.060
H -2.182 2.796 -0.142
H 3.069 5.690 -3.806
H -0.527 -0.097 0.351
H -2.162 -8.012 2.729
H -1.765 -6.914 0.381
H 1.126 -8.929 3.563
H 3.123 -7.473 3.514
H -2.090 -2.295 3.670
H -0.683 -4.200 3.071
H -0.463 3.705 -3.832
H -2.021 -0.198 2.329
H -1.076 -5.309 0.106
H -2.117 -5.596 1.497
H -7.025 2.762 -1.126
H -7.368 3.445 1.159
H -5.403 -1.593 -0.425
H 1.621 6.541 -4.223
H -4.246 -3.826 -0.474
H -6.097 3.777 2.209
H -1.924 -3.864 -1.464
H -0.345 5.308 -4.480
H -3.786 3.627 1.546
*
```



# 4
Density functional theory data (ωB97M-V/def2-TZVPD) for a molecular structure, C20H28N6O4STb.

Computed properties:
E   -71593.4094 eV
LUMO level (alpha / beta)   -2.09 / -2.09 eV
Kohn-Sham gap (alpha / beta)   9.4 / 9.4 eV
⟨S²⟩   12.677

```
! RIJCOSX wB97M-V def2-TZVPD def2/J DEFGRID3
* xyz 1 7
Tb -1.290 -0.664 -0.435
S 1.299 0.213 0.011
O 0.879 -0.812 -0.999
O -1.884 -1.277 1.636
O -0.526 -2.563 0.505
O 1.133 1.554 -0.508
N -1.286 2.897 -1.361
N -1.239 0.783 -2.390
N 0.420 0.111 1.302
N -0.395 2.686 -3.453
N -1.610 3.571 0.819
N -2.241 1.414 0.183
C 0.437 -1.137 2.139
C -4.349 -1.692 -0.346
C -3.860 -2.954 -0.024
C -1.715 2.571 -0.076
C 4.933 0.487 1.583
C -0.746 -1.830 1.504
C 5.603 -0.610 1.026
C -0.953 2.041 -2.397
C 7.050 -0.874 1.356
C 3.616 0.753 1.270
C 2.959 -0.099 0.378
C -2.386 -4.947 -0.470
C -2.513 -2.945 -1.992
C 4.918 -1.439 0.148
C -2.936 -3.598 -0.830
C -3.041 -1.714 -2.352
C -3.950 -1.066 -1.517
C -2.226 3.402 2.130
C -0.719 4.712 0.609
C 3.593 -1.193 -0.184
H 0.259 -0.880 3.178
H 0.232 4.390 0.185
H 5.458 1.135 2.276
H -0.499 5.153 1.576
H 7.248 -0.715 2.417
H -1.648 2.728 2.765
H -2.468 1.330 1.168
H 0.014 3.596 -3.337
H 3.057 -1.843 -0.864
H -2.285 4.373 2.614
H 5.424 -2.295 -0.282
H -4.380 -0.120 -1.811
H -3.091 -5.507 0.144
H -1.460 -4.835 0.096
H -5.074 -1.213 0.300
H -0.002 2.126 -4.191
H 7.702 -0.199 0.797
H -3.243 3.025 2.028
H -2.163 -5.532 -1.362
H -0.963 3.839 -1.477
H -2.798 -1.281 -3.312
H -1.816 -3.444 -2.655
H -1.172 5.489 -0.012
H 3.099 1.597 1.710
H -0.896 0.349 -3.242
H 7.333 -1.894 1.102
H 1.355 -1.714 2.041
H -4.198 -3.440 0.883
*
```



# 5
Density functional theory data (ωB97M-V/def2-TZVPD) for a molecular structure, C8H13N2Pt.

Computed properties:
E   -14718.5262 eV
LUMO level (alpha / beta)   -3.35 / -7.64 eV
Kohn-Sham gap (alpha / beta)   5.9 / 5.6 eV
⟨S²⟩   6.014

```
! RIJCOSX wB97M-V def2-TZVPD def2/J DEFGRID3
* xyz 1 5
Pt -1.697 -2.192 -1.084
N -3.465 -1.891 -0.109
N -0.875 -0.604 -0.116
C 1.055 1.324 2.157
C -0.158 0.210 0.332
C 2.723 3.018 1.631
C 2.006 2.263 2.571
C 1.538 1.900 -0.167
C -0.001 -2.358 -2.125
C 2.484 2.830 0.262
C 0.807 1.140 0.777
H -2.201 -1.548 -2.489
H -0.150 -3.087 -2.927
H -2.336 -3.549 -1.688
H 0.252 -1.383 -2.563
H 3.047 3.420 -0.467
H 3.468 3.754 1.965
H 2.198 2.414 3.636
H -4.260 -2.215 -0.655
H 1.372 1.771 -1.239
H 0.800 -2.709 -1.454
H 0.512 0.744 2.905
H -3.515 -2.365 0.796
H -3.607 -0.886 0.053
*
```



# 6
Density functional theory data (ωB97M-V/def2-TZVPD) for 2 unconnected molecules or ions with the total composition C5H14N2O.

Computed properties:
E   -10439.0201 eV
Energy above the lowest of the compared OMol25 structures with the same formula, charge and spin   193.7 kJ/mol
SMILES string   [H]/N=C\NCCCC.O
LUMO level   0.87 eV
Kohn-Sham gap   10.2 eV

```
! RIJCOSX wB97M-V def2-TZVPD def2/J DEFGRID3
* xyz 0 1
O 0.756 4.830 -4.261
N 0.586 0.237 -0.416
N 1.897 1.678 -1.736
C -1.489 -0.995 1.489
C -2.112 -2.405 1.763
C 0.031 -0.961 1.704
C 1.583 0.515 -1.348
C 0.833 -0.960 0.435
H 0.316 1.057 0.111
H 1.898 -1.116 0.603
H -1.499 -2.866 2.540
H 0.493 -1.732 -0.232
H 0.905 4.801 -3.309
H -1.976 -0.337 2.210
H 0.203 -0.010 2.209
H -1.810 -0.737 0.480
H 0.824 3.907 -4.548
H 1.445 2.427 -1.214
H -3.158 -2.274 2.030
H 1.938 -0.357 -1.869
H -2.020 -3.032 0.899
H 0.356 -1.669 2.461
*
```



# 7
Density functional theory data (ωB97M-V/def2-TZVPD) for 7 unconnected molecules or ions with the total composition C29H59ClNO12S6.

Computed properties:
E   -134614.8431 eV
LUMO level   -3.71 eV
Kohn-Sham gap   8.1 eV

```
! RIJCOSX wB97M-V def2-TZVPD def2/J DEFGRID3
* xyz 1 1
Cl -1.340 -1.118 -2.455
S 5.618 0.154 -2.185
S 2.148 1.323 -5.529
S -0.357 0.641 4.529
S -0.700 -4.944 3.844
S -3.560 5.151 2.835
S -6.559 -1.622 -1.867
O -4.685 6.048 2.709
O -1.150 1.753 4.997
O -0.934 -5.051 2.420
O 3.389 2.007 -5.802
O 4.332 0.731 -2.523
O -7.114 -0.995 -3.045
O -1.425 -4.000 4.667
O -6.487 -3.057 -1.724
O 0.990 0.404 4.997
O 2.052 0.265 -4.539
O -3.517 3.874 2.152
O 5.849 -0.486 -0.909
N 0.341 -0.668 -2.199
C 6.865 -0.083 -4.473
C -0.367 0.656 2.737
C 1.455 0.748 -7.076
C 0.579 -7.139 4.467
C -1.833 5.522 4.823
C -2.069 6.057 2.460
C -1.309 -0.856 4.716
C 0.319 0.465 -1.221
C 0.304 2.869 -6.557
C 0.151 1.526 -7.275
C 6.101 -0.962 -3.491
C 2.262 -0.698 0.162
C 2.479 -1.633 -1.133
C -2.093 -0.972 3.416
C 1.036 -1.902 -1.728
C -6.204 -0.703 0.559
C -1.108 -0.612 2.304
C 1.518 -5.997 4.866
C 1.669 0.687 -0.439
C -3.212 4.907 4.573
C 1.057 -4.742 4.120
C -0.830 -6.569 4.567
C 7.762 0.812 -3.614
C 6.903 1.365 -2.475
C -4.935 -0.937 -1.545
C -5.069 -0.098 -0.271
C 0.890 2.543 -5.189
C -7.349 -0.943 -0.418
C -1.636 6.642 3.798
H -6.505 -0.045 1.375
H 8.206 1.620 -4.199
H 6.166 0.533 -5.048
H -0.891 1.557 2.412
H 1.189 -2.548 -2.648
H 0.658 0.670 2.366
H 1.229 -3.838 4.704
H 6.751 -1.722 -3.055
H -2.276 6.814 1.704
H -1.745 5.890 5.846
H -0.609 -1.684 4.829
H -0.649 3.393 -6.469
H -1.332 5.343 2.086
H -5.878 -1.653 0.993
H 6.423 2.304 -2.755
H 0.142 2.080 -4.541
H 7.445 -0.681 -5.177
H -4.130 -0.074 0.286
H -7.823 -0.003 -0.708
H -0.539 0.420 -0.491
H -0.602 6.988 3.768
H -0.069 1.658 -8.335
H 0.993 3.511 -7.114
H 0.143 1.405 -1.833
H 0.704 -8.010 5.111
H -3.224 3.840 4.796
H -1.616 -0.466 1.347
H 3.101 -0.993 -1.839
H 1.281 -0.326 -7.015
H -1.060 4.759 4.682
H -8.096 -1.641 -0.044
H 1.335 3.405 -4.692
H 3.023 -2.564 -0.821
H 8.583 0.218 -3.202
H -0.681 0.969 -6.834
H -1.572 -7.155 4.026
H -1.947 -0.782 5.596
H 3.203 -0.543 0.750
H -5.320 0.934 -0.534
H 7.480 1.502 -1.561
H -1.134 -6.446 5.608
H 2.468 1.038 -1.165
H -2.270 7.495 4.057
H -3.987 5.415 5.147
H 1.528 1.448 0.387
H -4.625 -0.332 -2.398
H 1.434 -1.200 0.754
H 0.787 -7.446 3.438
H 0.738 -0.340 -3.100
H -0.392 -1.430 2.173
H 5.216 -1.427 -3.925
H -4.242 -1.769 -1.406
H 0.460 -2.470 -0.936
H 2.559 -6.231 4.637
H -2.925 -0.261 3.417
H 2.175 0.964 -7.866
H 1.543 -4.653 3.147
H -2.504 -1.974 3.286
H 1.450 -5.830 5.945
*
```



# 8
Density functional theory data (ωB97M-V/def2-TZVPD) for a single C7H5FIN molecule.

Computed properties:
E   -19643.8547 eV
Energy above the lowest of the compared OMol25 structures with the same formula, charge and spin   144.7 kJ/mol
LUMO level   -0.70 eV
Kohn-Sham gap   8.7 eV

```
! RIJCOSX wB97M-V def2-TZVPD def2/J DEFGRID3
* xyz 0 1
I 1.483 0.993 3.086
F -0.303 -2.484 -1.294
N 0.530 -2.512 2.869
C 0.347 -2.058 1.822
C 0.528 0.852 1.296
C -0.686 1.124 -0.858
C -0.051 -1.330 -0.614
C 0.190 -1.362 0.674
C -0.048 -0.118 -1.489
C 0.007 1.622 0.383
H -0.684 1.922 -1.602
H -0.594 -0.371 -2.402
H 0.025 2.702 0.506
H 0.986 0.111 -1.770
H -1.730 0.909 -0.606
*
```



Largest force on an atom (Eh/bohr)
0.019, 0.016, 0.005, 0.064, 0.057, 0.038, 0.064, 0.089